Formula: C13H16As2F12K2N3O3
Source: OMol25
Level of theory: ωB97M-V/def2-TZVPD

Results
Frontier orbital gap ... 5.86 eV
Multiplicity ... 1
Total charge ... -1
Calculated total energy ... -7765.24625 Ha

Geometry (Å):
K1 -3.29 -12.65 17.76
K2 -4.64 -16.20 22.22
As1 -6.39 -14.73 19.33
F1 -7.16 -16.26 19.68
F2 -6.70 -14.93 17.65
F3 -5.56 -13.22 19.02
F4 -6.06 -14.48 21.03
F5 -4.88 -15.58 19.16
F6 -7.95 -13.98 19.55
As2 -2.36 -12.73 22.07
F7 -2.79 -12.64 23.74
F8 -3.99 -13.00 21.55
F9 -1.89 -12.85 20.36
F10 -0.70 -12.53 22.48
F11 -2.15 -14.48 22.22
F12 -2.62 -11.01 21.89
O1 -4.79 -18.32 20.09
C1 -4.16 -18.86 18.92
O2 -3.16 -19.56 19.19
O3 -4.68 -18.58 17.84
H1 -4.20 -18.71 20.75
N1 -7.84 -19.06 19.11
C2 -7.57 -20.41 19.03
C3 -8.63 -20.99 18.41
C4 -9.58 -20.00 18.08
C5 -9.05 -18.80 18.54
H2 -7.38 -18.46 19.77
H3 -6.64 -20.79 19.42
H4 -8.82 -22.04 18.19
H5 -10.48 -20.13 17.52
H6 -9.49 -17.82 18.56
N2 -8.46 -11.35 20.85
C6 -7.30 -11.13 21.58
C7 -7.47 -9.88 22.14
C8 -8.71 -9.32 21.69
C9 -9.29 -10.29 20.94
H7 -8.62 -12.18 20.31
H8 -6.54 -11.89 21.60
H9 -6.66 -9.36 22.64
H10 -9.13 -8.39 22.01
H11 -10.27 -10.33 20.49
N3 -9.66 -15.05 21.72
C10 -10.92 -15.59 21.81
C11 -11.34 -15.44 23.12
C12 -10.31 -14.76 23.82
C13 -9.27 -14.59 22.93
H12 -9.21 -14.96 20.82
H13 -11.37 -16.00 20.93
H14 -12.26 -15.84 23.52
H15 -10.34 -14.45 24.85
H16 -8.30 -14.13 23.06